[1]
{
  "formula": "C4H5CoO3",
  "method": "ωB97M-V with the def2-TZVPD basis set",
  "symbols": ["Co", "O", "O", "O", "C", "C", "C", "C", "H", "H", "H", "H", "H"],
  "positions_angstrom": [[0.179421, 0.856606, -0.215296], [-0.195389, -0.958786, 0.582463], [-1.588176, 1.001724, -0.785061], [2.073288, 0.940419, 0.230849], [-2.167956, -0.242663, -0.599056], [-1.537686, -1.049000, 0.508557], [1.305469, -1.069194, -0.687997], [2.316618, -0.205357, -0.417824], [-1.890677, -2.099511, 0.537111], [1.531550, -2.111285, -0.938232], [3.379478, -0.474701, -0.558406], [-2.143894, -0.854725, -1.535055], [-3.245601, -0.168383, -0.328172]],
  "forces_ev_per_a": [[0.1, 1.0, -0.6], [-2.7, 0.4, 1.7], [0.5, -0.3, 0.3], [0.1, -1.2, -1.1], [-1.4, 0.8, 0.9], [3.6, -1.9, -3.2], [0.6, -1.1, -1.1], [-0.2, 1.2, 2.5], [-0.2, 0.5, 0.9], [-0.6, 0.4, 0.1], [-0.4, 0.3, -0.6], [0.2, -0.1, 0.5], [0.2, 0.1, -0.3]],
  "lowdin_spin": [2.678, 0.045, 0.107, 0.145, 0.052, 0.353, 0.394, 0.133, 0.024, 0.028, 0.017, 0.018, 0.006],
  "total_charge": 0,
  "homo_lumo_gap_ev": [7.64, 7.57],
  "max_force_ev_per_a": 5.18,
  "relative_energy_kcal_mol": 41.4,
  "e_tot_ev": -47992.4477,
  "multiplicity": 5
}

[2]
{
  "formula": "C4H5CoO4",
  "method": "ωB97M-V with the def2-TZVPD basis set",
  "symbols": ["Co", "O", "O", "O", "O", "C", "C", "C", "C", "H", "H", "H", "H", "H"],
  "positions_angstrom": [[-1.432408, -1.301814, 0.322241], [-0.034255, -1.633434, -0.951912], [-0.638724, -1.478240, -3.114650], [-0.342504, 1.394927, 0.960299], [-2.117199, -1.152202, -1.455806], [-0.715370, 0.325134, 1.715184], [-0.949184, -1.514327, -1.922838], [1.632877, 0.511863, -0.134090], [0.893730, 1.527826, 0.389913], [1.859575, -0.366617, 0.475635], [1.119315, 2.579518, 0.208298], [2.289362, 0.763739, -0.967183], [0.102820, -0.173930, 2.252062], [-1.668034, 0.517557, 2.222847]],
  "forces_ev_per_a": [[0.7, 0.6, -0.8], [-0.7, -0.9, 1.1], [-0.6, -0.8, 1.5], [-0.2, -0.3, 1.7], [-1.1, -0.6, 1.4], [0.0, 0.1, -0.3], [2.0, 1.9, -3.3], [0.4, 1.3, 1.7], [0.6, -0.6, -1.9], [-0.9, -0.5, -1.1], [-0.6, -0.3, -0.6], [0.3, 0.0, 0.7], [-0.4, 0.1, -0.1], [0.5, 0.1, 0.0]],
  "lowdin_spin": [2.759, 0.235, 0.023, 0.219, 0.178, 0.403, 0.015, 0.109, -0.030, 0.005, -0.002, 0.006, 0.040, 0.039],
  "total_charge": 0,
  "homo_lumo_gap_ev": [7.93, 6.19],
  "max_force_ev_per_a": 4.31,
  "relative_energy_kcal_mol": 43.5,
  "e_tot_ev": -50040.8829,
  "multiplicity": 5
}

[3]
{
  "formula": "C4H5CuLiO7",
  "method": "ωB97M-V with the def2-TZVPD basis set",
  "symbols": ["Cu", "O", "O", "O", "O", "O", "O", "O", "C", "C", "C", "C", "Li", "H", "H", "H", "H", "H"],
  "positions_angstrom": [[5.016217, -1.835642, 2.670000], [-2.541444, 0.875044, -2.935620], [2.493113, -1.985298, 2.744017], [-1.575094, 2.802502, -3.574436], [-1.448286, -0.943396, -0.472492], [-2.042752, 2.405924, -1.438968], [1.027883, -0.460329, 2.112808], [3.231922, -0.156462, 1.749417], [-1.941633, 1.930384, -2.596952], [0.449618, -0.315497, 0.815186], [-0.811699, -1.169374, 0.719886], [2.298120, -0.865348, 2.203327], [-2.522217, 0.472052, -0.920129], [0.185269, 0.739045, 0.639951], [-1.059105, 2.317215, -4.228761], [-0.509371, -2.235675, 0.842129], [1.170669, -0.625852, 0.043137], [-1.421209, -0.949296, 1.627499]],
  "forces_ev_per_a": [[-2.6, 0.8, -0.5], [1.3, -0.4, -0.3], [1.2, -0.7, 0.8], [1.7, 0.4, -0.5], [-0.4, 0.4, 0.4], [1.1, -0.2, 0.1], [0.0, 0.0, 0.8], [0.8, 0.0, 0.1], [-4.0, 0.1, 1.1], [-0.1, 0.3, -0.8], [-0.2, -0.2, -0.4], [0.9, -0.3, -0.5], [0.7, -0.3, -0.5], [0.1, -0.3, 0.1], [-0.4, -0.1, -0.2], [0.1, 0.2, 0.0], [-0.2, 0.1, 0.2], [0.1, 0.1, -0.1]],
  "nbo_charge": [0.856, -0.814, -0.816, -0.731, -1.029, -0.811, -0.552, -0.815, 0.923, -0.078, -0.043, 0.972, 0.923, 0.173, 0.472, 0.105, 0.167, 0.096],
  "total_charge": -1,
  "homo_lumo_gap_ev": 3.70,
  "max_force_ev_per_a": 4.13,
  "relative_energy_kcal_mol": 41.3,
  "e_tot_ev": -63407.6723
}

[4]
{
  "formula": "C4H5EuO2",
  "method": "ωB97M-V with the def2-TZVPD basis set",
  "symbols": ["Eu", "O", "O", "C", "C", "C", "C", "H", "H", "H", "H", "H"],
  "positions_angstrom": [[-4.962927, 0.137032, 1.435964], [2.531123, -1.338379, -0.851830], [-2.502498, 0.067346, 0.985531], [0.741149, 0.027806, -1.901654], [-1.371109, 0.240302, 1.302457], [1.603822, -0.623371, -1.194549], [-0.088771, 0.496678, 1.259762], [0.184398, 0.166704, 2.324554], [-0.236520, -0.425342, -2.097229], [2.832659, -1.247704, 0.080464], [0.261802, 1.478488, 0.936919], [1.006872, 1.020440, -2.280389]],
  "forces_ev_per_a": [[0.0, 0.0, 0.0], [0.1, 0.3, 0.2], [-0.7, -0.6, 1.1], [0.4, -0.6, 0.5], [0.7, 1.5, -2.7], [-0.3, 0.4, -1.5], [-1.2, -0.6, 3.5], [0.8, 0.2, -1.3], [0.2, 0.2, 0.1], [0.1, -0.3, 0.2], [0.0, -0.2, -0.1], [0.0, -0.2, 0.0]],
  "lowdin_spin": [7.012, 0.000, -0.012, 0.000, 0.000, 0.000, -0.001, 0.000, 0.000, 0.000, 0.000, 0.000],
  "total_charge": 3,
  "homo_lumo_gap_ev": [8.38, 8.65],
  "max_force_ev_per_a": 3.75,
  "relative_energy_kcal_mol": 11.0,
  "e_tot_ev": -27618.1972,
  "multiplicity": 8
}